Below is C30H33N3O4PReS2 as an isolated structure in a non-equilibrium geometry, with properties calculated with ωB97M-V with the def2-TZVPD basis set.

Properties
Total energy = -77390.3155 eV
Energy above the lowest of the compared OMol25 structures with the same formula, charge and spin = 74.0 kcal per mole
Total charge = +1
2S+1 = 4

Structure (XYZ):
```
74
Properties=species:S:1:pos:R:3:lowdin_spin:R:1
Re -0.02 0.31 0.12 2.311
S -1.12 -0.32 2.21 0.155
S 0.37 -3.10 1.58 0.009
P 2.30 1.04 0.18 0.085
O 1.32 -1.57 -1.68 0.044
O 0.53 -1.95 0.33 0.015
O -7.71 0.12 3.22 0.002
O -7.80 -1.13 1.40 0.000
N -0.71 2.23 -0.06 0.038
N -0.58 2.20 -2.44 0.015
N -1.16 -0.01 -1.88 0.060
C 3.66 -0.18 -0.15 0.000
C 1.59 -3.75 -0.63 0.000
C -1.53 4.91 -0.17 -0.002
C 2.68 1.71 1.86 0.028
C 1.59 -5.56 0.97 0.000
C -7.13 -0.45 2.34 0.001
C 2.72 2.45 -0.97 0.018
C 5.08 0.36 0.03 0.000
C 2.28 -6.32 0.05 0.000
C -4.96 -0.55 1.02 0.000
C -1.20 -0.67 -4.58 0.014
C -1.26 4.19 -1.32 0.001
C -0.99 2.94 1.06 0.011
C 2.50 0.65 2.93 0.013
C -3.58 -0.50 0.99 0.018
C -0.90 0.61 -4.18 0.002
C -3.54 -0.24 3.38 0.012
C 2.62 -5.81 -1.21 0.000
C -5.64 -0.44 2.23 0.008
C -0.87 2.86 -1.24 0.009
C -1.50 -1.24 -2.28 0.020
C 2.28 -4.53 -1.56 0.000
C -2.86 -0.35 2.17 0.040
C -1.53 -1.62 -3.61 0.002
C -0.88 0.91 -2.81 0.029
C 1.24 -4.26 0.63 0.000
C -4.92 -0.27 3.40 0.000
C -1.41 4.25 1.05 0.001
C 1.18 -2.38 -0.79 0.007
C 3.53 3.61 -0.38 0.004
H -3.06 -0.56 0.04 0.006
H -2.98 -0.13 4.29 0.001
H -1.63 4.76 1.97 0.000
H 3.52 -0.52 -1.18 0.000
H 2.98 4.12 0.40 0.000
H 1.52 0.18 2.84 0.009
H 5.80 -0.42 -0.18 0.000
H 3.74 4.33 -1.17 0.001
H -0.49 2.83 -3.22 0.000
H 1.98 2.53 2.03 0.001
H -7.23 -1.60 0.78 0.000
H 3.25 2.01 -1.82 0.000
H -0.87 2.41 2.00 0.003
H 4.48 3.28 0.03 0.000
H 2.56 -7.33 0.30 0.000
H -0.68 1.38 -4.89 0.000
H -1.84 5.94 -0.22 0.000
H -5.45 -0.15 4.33 0.000
H -1.36 4.66 -2.30 0.000
H 3.69 2.12 1.88 0.002
H 2.56 1.09 3.92 0.000
H -1.76 -1.95 -1.51 0.002
H -1.20 -0.93 -5.62 0.001
H -5.50 -0.64 0.08 0.000
H -1.79 -2.62 -3.89 0.000
H 5.26 1.18 -0.67 0.000
H 1.78 2.84 -1.34 0.003
H 5.25 0.72 1.04 0.000
H 1.33 -5.96 1.94 0.000
H 2.53 -4.10 -2.51 0.000
H 3.16 -6.44 -1.91 0.000
H 3.27 -0.12 2.86 0.000
H 3.50 -1.03 0.51 0.000
```